1.
39
Properties=species:S:1:pos:R:3:forces:R:3:nbo_charge:R:1 method="wB97M-V/def2-TZVPD" e_lumo_ha=0.00002 homo_ev=-10.13 e_tot_ha=-1145.15045 orbital_gap_ev=10.13 molar_mass_g_mol=306.27
C -1.73115 -0.66377 1.56535 0.0 -1.0 1.2 -0.6322
C -2.95163 -1.50948 1.94671 0.9 0.1 -0.1 0.0764
C -3.12354 -2.73914 1.13200 -0.8 0.0 -0.5 -0.1092
O -3.89405 -3.50777 2.08037 -2.3 -2.2 -4.9 -0.4787
C -3.70320 -3.13061 3.28760 -2.8 -6.6 4.4 0.9680
O -4.12152 -3.84261 4.26142 1.5 3.5 -3.1 -0.6283
O -2.90319 -2.18453 3.24762 3.8 6.7 2.3 -0.4825
H -1.68575 -0.51098 0.48707 -0.2 -0.1 0.0 0.2227
H -0.91229 -1.30886 1.88381 0.5 0.3 -0.3 0.2277
H -1.64333 0.29443 2.07745 -0.2 -0.1 0.0 0.2236
H -3.86633 -0.92161 1.87033 -0.1 -0.1 0.4 0.1910
H -2.28926 -3.35109 0.78911 0.4 0.3 0.5 0.2098
H -3.62370 -2.37882 0.23305 -0.8 -0.9 -0.1 0.2101
C -0.82914 1.62395 -2.56172 1.6 1.7 0.4 -0.6107
C -0.34561 0.36764 -3.21828 -0.4 1.6 1.9 0.0579
C 0.75381 -0.44228 -2.38031 -0.4 0.6 -1.3 -0.0969
O 0.14028 -1.71390 -2.23356 -2.5 -0.1 -1.1 -0.4890
C -1.21131 -1.59786 -2.60242 -2.0 -3.6 -0.9 0.9598
O -2.03047 -2.54848 -2.61678 3.3 3.7 0.7 -0.5917
O -1.51784 -0.35185 -3.07054 -0.5 -4.4 0.4 -0.4833
H 0.05831 2.25680 -2.56469 -0.2 0.8 0.5 0.2068
H -1.17831 1.41292 -1.55094 0.4 -0.1 0.1 0.2019
H -1.66826 2.13991 -3.02839 0.2 -0.3 -0.5 0.2286
H -0.21096 0.55194 -4.28411 0.9 -0.4 0.0 0.2023
H 1.04837 -0.20196 -1.35876 -0.5 1.1 -0.1 0.1843
H 1.67271 -0.42634 -2.96638 0.0 -0.7 0.0 0.2280
C 3.95565 2.57672 2.07989 0.5 -0.1 -0.2 -0.6401
C 3.19338 1.57440 1.20809 -0.8 -0.2 1.7 0.0573
C 2.14733 2.31310 0.30725 1.7 -2.2 -1.3 -0.0885
O 2.61441 1.75705 -1.00079 -2.8 2.9 0.1 -0.5029
C 3.52289 0.84972 -0.92549 1.5 -2.4 -1.5 0.9713
O 3.85611 0.20401 -1.91649 0.0 1.1 2.6 -0.6069
O 3.93044 0.70106 0.35988 1.2 0.4 -1.5 -0.4833
H 4.52094 3.24559 1.43094 -0.1 0.3 0.1 0.2187
H 4.65095 2.22618 2.84263 0.1 -0.8 -0.4 0.2366
H 3.25511 3.13866 2.69761 -0.4 0.2 -0.4 0.2255
H 2.76553 0.76411 1.79840 -0.8 0.8 0.7 0.1996
H 2.21828 3.39823 0.23267 0.0 -0.2 0.3 0.2133
H 1.13634 1.93555 0.46039 0.0 0.3 0.0 0.2028



2.
39
Properties=species:S:1:pos:R:3:forces:R:3:nbo_charge:R:1 method="wB97M-V/def2-TZVPD" charge=+2 e_lumo_ha=-0.48590 homo_ev=-16.22 e_tot_ha=-1236.71348 orbital_gap_ev=3.00 molar_mass_g_mol=302.26
Al 7.04772 26.40999 8.52440 -1.2 -1.6 2.7 1.6366
O 6.20718 26.40001 10.52719 2.0 0.1 -2.9 -0.9100
H 5.39752 26.37008 11.07315 -0.6 1.0 -1.2 0.5093
O 5.73690 24.44808 14.08088 -1.8 4.4 1.4 -0.5518
C 5.79895 25.59504 13.67481 1.2 -0.4 2.2 0.8071
O 4.75962 26.35187 13.27247 2.8 1.3 1.6 -0.5347
C 5.15716 27.66270 12.86287 1.8 2.7 2.7 -0.0817
C 6.37643 27.90101 13.65862 2.4 -0.4 -0.1 -0.4308
C 6.99117 26.50380 13.67957 0.8 0.2 0.8 -0.5331
H 4.44303 28.39338 13.24265 0.0 -0.2 -0.2 0.2317
H 5.16731 27.73585 11.77537 2.1 1.5 2.3 0.1754
H 6.16008 28.25985 14.66487 0.0 0.1 -0.2 0.2519
H 7.14143 28.48941 13.15201 -0.5 0.8 0.3 0.2434
H 7.57065 26.28304 14.57599 0.2 0.0 -0.1 0.2836
H 7.63313 26.42552 12.80215 0.0 -0.2 0.3 0.2179
O 7.21982 24.48811 9.08412 0.8 1.7 -2.5 -0.7671
C 7.10101 23.89200 10.14364 -1.0 -3.3 2.0 0.8802
O 7.13559 22.55489 10.23208 0.3 2.4 -1.7 -0.3760
C 6.71413 22.07575 11.52590 -0.3 0.1 1.0 -0.0730
C 6.18917 23.30479 12.26201 0.5 -1.8 -1.1 -0.4279
C 6.78109 24.47853 11.46200 1.4 -2.5 1.2 -0.4483
H 7.54314 21.62430 12.07090 0.2 0.0 -0.5 0.2313
H 5.90468 21.35045 11.44331 0.3 -0.1 -0.6 0.2396
H 6.46820 23.29479 13.31565 0.4 -0.8 -1.2 0.3185
H 5.10213 23.32296 12.18389 0.2 -0.1 0.1 0.2315
H 7.67344 24.91555 11.91014 -0.1 -0.2 -0.2 0.2880
H 5.98819 25.22305 11.39072 -0.2 -0.3 0.1 0.3067
O 2.21025 27.84732 9.62191 1.1 -2.4 3.2 -0.4367
C 2.35535 27.00909 10.53988 -1.7 1.5 -3.2 0.7768
O 1.50421 25.95600 10.62012 0.7 0.9 0.5 -0.4190
C 1.85295 25.14207 11.73536 0.0 -1.2 0.2 -0.0962
C 3.27220 25.46977 12.13870 -1.8 -0.8 -1.3 -0.3766
C 3.46091 26.92788 11.60002 -3.8 -1.3 -2.1 -0.4803
H 1.79711 24.10047 11.41905 -0.2 0.0 -0.2 0.2196
H 1.19773 25.23517 12.60145 -0.4 0.5 -0.4 0.2160
H 3.96589 24.80961 11.61806 0.0 -0.1 -0.3 0.1659
H 3.47877 25.32944 13.19971 -1.8 -0.7 -1.0 0.2807
H 4.39654 27.15553 11.08925 -2.8 -0.4 -1.0 0.1555
H 3.31696 27.69240 12.36349 -1.0 -0.5 -0.9 0.2759



3.
47
Properties=species:S:1:pos:R:3:forces:R:3:nbo_charge:R:1 method="wB97M-V/def2-TZVPD" e_lumo_ha=0.00519 homo_ev=-6.79 e_tot_ha=-2542.13347 orbital_gap_ev=6.93 molar_mass_g_mol=549.67
Pd 0.28149 -0.58006 -1.05528 0.5 -1.2 0.2 0.0727
N -2.50286 -2.68737 -2.05713 0.0 0.0 -0.1 -0.7986
C -1.30673 -3.14930 -2.53782 -0.1 0.1 0.1 0.2534
N -0.18835 -2.52271 -2.34210 -0.2 0.3 -0.1 -0.5515
C 0.87260 -3.19743 -2.89514 -0.1 -0.3 -0.1 0.1980
C 0.56218 -4.37260 -3.49756 -0.1 0.1 0.1 -0.4677
S -1.14089 -4.65116 -3.38275 0.1 0.0 0.0 0.3757
C 2.17465 -2.54577 -2.82768 0.3 -0.1 -0.1 0.0887
C 3.34505 -2.97900 -3.35900 0.0 0.1 0.1 -0.4414
S 4.57966 -1.79962 -3.08581 0.0 -0.1 0.0 0.3766
C 3.41481 -0.80395 -2.28124 -0.1 0.1 0.2 0.2534
N 2.22695 -1.31813 -2.21031 0.0 0.3 -0.2 -0.5265
N 3.72945 0.39696 -1.70020 0.0 0.0 -0.1 -0.7997
H -2.47378 -1.70262 -1.82014 0.0 0.0 0.0 0.4174
H -3.32999 -2.96227 -2.56126 0.0 0.0 0.0 0.3908
H 1.20730 -5.06619 -4.00836 0.0 0.0 0.0 0.2415
H 3.55040 -3.88749 -3.89814 0.0 0.0 0.0 0.2420
H 4.49752 0.90888 -2.10223 0.0 0.0 0.0 0.3904
H 2.90898 0.95712 -1.50551 0.0 0.0 0.0 0.4114
F -3.11756 1.74252 -1.76545 0.0 -0.1 0.0 -0.5707
B -2.05381 2.62917 -1.57609 0.0 0.1 0.4 1.3475
F -0.88647 1.86760 -1.26027 0.0 0.4 -0.4 -0.5926
F -2.33250 3.41232 -0.39604 0.0 -0.1 -0.1 -0.6000
F -1.83605 3.44436 -2.65926 0.0 0.0 0.0 -0.5479
C -1.53848 0.87206 3.68852 0.0 0.0 0.0 -0.0481
N -1.87652 1.61790 2.41294 -0.1 0.0 0.0 -0.3882
C -0.96764 2.84642 2.29318 0.0 0.1 0.0 -0.0686
N 0.39854 2.47787 2.40126 0.1 0.0 0.1 -0.4500
C 0.64528 1.73531 3.62689 0.0 0.0 0.0 -0.0670
N -0.15901 0.51746 3.72024 0.0 0.0 0.0 -0.4520
C 0.22136 -0.49422 2.70703 0.0 0.0 0.0 -0.5463
P 0.00908 0.08806 0.94453 -0.1 0.6 -0.1 0.8404
C -1.72551 0.68592 1.24018 -0.1 0.0 0.1 -0.5803
C 0.85938 1.71594 1.23188 0.0 0.1 -0.1 -0.5740
H -2.17433 -0.01258 3.72281 0.0 0.0 0.0 0.2121
H -1.77477 1.53570 4.52248 0.0 0.0 0.0 0.2055
H -2.84046 1.95157 2.43195 0.0 0.0 0.1 0.4262
H -1.25391 3.50649 3.11504 0.0 0.0 0.0 0.1960
H -1.19917 3.29923 1.32895 0.0 0.0 0.0 0.2813
H 0.40809 2.37111 4.48428 0.0 0.0 0.0 0.1959
H 1.69976 1.46579 3.67083 0.0 0.0 0.0 0.2108
H -0.37432 -1.39607 2.87361 0.0 0.0 0.0 0.2205
H 1.26386 -0.76743 2.88277 0.0 0.0 0.0 0.2276
H -2.36483 -0.17446 1.45261 0.0 0.0 -0.1 0.2178
H -2.09119 1.19402 0.35631 0.0 0.0 0.0 0.2945
H 0.72384 2.30581 0.32506 0.0 0.0 0.1 0.2633
H 1.92887 1.52484 1.35140 0.0 0.0 0.0 0.2199



4.
42
Properties=species:S:1:pos:R:3:forces:R:3:nbo_charge:R:1 method="wB97M-V/def2-TZVPD" charge=+1 e_lumo_ha=-0.18839 homo_ev=-12.21 e_tot_ha=-4429.56280 orbital_gap_ev=7.08 molar_mass_g_mol=436.62
N 1.00297 -1.04344 -0.95052 -0.1 0.6 -0.1 -1.2926
P 0.64102 0.35494 -0.45227 0.7 -0.8 -0.5 2.2373
O 0.96084 0.58214 1.08694 -0.7 0.0 0.1 -0.9589
O 1.30442 1.58281 -1.23708 -0.5 0.0 0.1 -0.9611
C -1.16008 0.61187 -0.64820 -0.1 0.3 0.4 -0.4334
C -1.71334 0.60157 -1.92894 0.1 0.0 0.1 -0.0858
C -3.07198 0.75632 -2.10275 0.1 0.0 0.0 -0.1264
Br -3.76187 0.75253 -3.83860 -0.1 0.0 -0.1 0.1960
C -3.92559 0.90474 -1.00476 -0.1 -0.2 -0.1 0.2853
C -5.39529 1.10676 -1.13572 0.0 -0.1 0.3 -0.4682
C -5.68677 2.61076 -1.24754 0.1 -0.2 0.3 -0.4258
C -7.17057 2.90788 -1.33316 0.0 0.4 -0.2 0.0607
F -7.32151 4.16730 -1.89106 0.0 0.0 0.0 -0.3502
N -3.33893 0.88734 0.21399 0.0 0.0 0.0 -0.2829
Cl -4.28327 1.04399 1.62388 0.0 0.0 0.0 0.2783
C -2.00805 0.75462 0.41645 0.2 -0.1 -0.2 0.0755
H 1.67088 -1.03123 -1.71317 0.1 -0.4 0.1 0.4105
H 0.54470 1.34623 1.50588 0.3 0.1 0.1 0.5046
H 0.75456 2.37563 -1.26762 0.2 0.2 0.0 0.5083
H -1.06184 0.46982 -2.78170 0.0 -0.1 -0.1 0.2734
H -5.74655 0.55905 -2.00434 0.0 0.1 -0.2 0.2621
H -5.88924 0.66761 -0.27296 -0.1 0.0 0.1 0.2474
H -5.16710 3.01913 -2.11133 -0.1 0.1 -0.2 0.2341
H -5.28651 3.10342 -0.36076 0.1 0.2 0.0 0.2097
H -7.70642 2.20021 -1.96354 0.0 -0.1 0.0 0.1724
H -7.61827 2.95012 -0.34236 -0.1 -0.2 0.1 0.1763
H -1.66539 0.74260 1.43730 -0.2 0.0 0.2 0.2536
C 4.30302 -1.20472 -0.10601 0.2 -0.2 -0.1 -0.6365
C 4.02179 -1.26505 1.37883 -0.2 0.3 -0.1 -0.0724
O 4.44015 -2.51350 1.94481 0.0 0.0 0.0 -0.4953
C 5.74678 -2.60821 2.20198 0.0 -0.1 -0.1 0.9806
O 6.56573 -1.74589 2.02067 0.0 0.1 0.0 -0.6471
O 5.98474 -3.82200 2.68953 0.0 0.0 0.0 -0.4918
C 7.36222 -4.08605 2.97913 0.1 -0.1 0.1 -0.2567
H 3.85417 -2.06143 -0.60930 -0.1 0.0 0.0 0.2143
H 3.89624 -0.29048 -0.53982 0.0 0.0 0.0 0.2014
H 5.37494 -1.22534 -0.29984 0.0 0.1 0.0 0.2310
H 2.95195 -1.21478 1.56703 0.0 -0.1 0.0 0.1894
H 4.50126 -0.44181 1.90867 0.1 -0.1 0.0 0.1946
H 7.77798 -3.31281 3.62042 0.0 0.0 0.0 0.1983
H 7.93547 -4.15008 2.05618 0.0 0.1 0.0 0.1913
H 7.38276 -5.04258 3.49165 -0.1 0.0 0.0 0.1989